Record 1
C36H47BN9O5V as an isolated structure, computed with ωB97M-V/def2-TZVPD.

Output
Net charge: -1
Kohn-Sham gap (spin up / spin down) (eV): 6.41 / 7.31
Multiplicity: 4
<S²>: 3.756

Cartesian coordinates (Å):
V -0.26774 -0.21042 1.25139
N -1.98371 -0.89781 2.42617
C -2.33797 0.18925 3.36628
C -1.13871 1.07168 3.74136
O -1.16304 1.68973 4.81512
N -0.20324 1.11540 2.80721
C 0.98435 1.86050 3.09018
C 2.08988 1.59182 2.09648
O 3.17606 2.08792 2.13465
O 1.77000 0.66525 1.10522
H -2.80862 -1.29714 1.99386
H -1.48137 -1.63792 2.91175
H -2.78359 -0.17829 4.29177
H -3.07080 0.83188 2.87154
H 1.41243 1.62041 4.07156
H 0.83821 2.94958 3.10250
C -0.04947 3.70200 0.50986
C -1.40279 3.42880 1.16463
C -2.21035 4.71826 1.27154
C -2.13901 2.38069 0.37414
C -3.37622 2.53990 -0.27254
C -3.55210 1.37348 -0.98038
N -2.50184 0.57369 -0.74891
N -1.62821 1.17451 0.09377
B -2.16659 -0.66322 -1.60196
N -1.97005 -1.96401 -0.79720
C -2.83962 -2.98451 -0.86906
C -2.25013 -4.08881 -0.30963
C -0.96429 -3.66120 0.06942
N -0.81452 -2.35383 -0.19394
C 0.08283 -4.67389 0.47388
C 0.61572 -5.35606 -0.79512
C 1.23662 -4.21200 1.33972
N -0.99800 -0.37780 -2.56754
C -1.04419 -0.60432 -3.89540
C 0.08216 -0.06389 -4.46662
C 0.79137 0.49315 -3.38299
N 0.14330 0.28118 -2.24124
C 2.05928 1.30403 -3.47870
C 2.48419 1.90434 -2.14720
C 3.20531 0.51374 -4.11584
H 0.54271 4.40238 1.10364
H -0.19541 4.13282 -0.48531
H 0.51826 2.78283 0.37696
H -1.23900 3.05054 2.17220
H -2.41175 5.14150 0.28356
H -1.64996 5.45931 1.84418
H -3.16472 4.55868 1.77683
H -4.02690 3.39612 -0.24437
H -4.33128 1.05794 -1.65375
H -3.14923 -0.86233 -2.27741
H -3.79660 -2.84454 -1.34327
H -2.65182 -5.08494 -0.22302
H -0.46892 -5.43937 1.03212
H 1.22876 -4.66267 -1.37148
H -0.19335 -5.71059 -1.43645
H 1.24166 -6.20974 -0.52224
H 1.83025 -3.44620 0.83632
H 1.88966 -5.06350 1.54913
H 0.89470 -3.78718 2.27705
H -1.89367 -1.10611 -4.32965
H 0.34985 -0.05039 -5.51041
H 1.82758 2.13099 -4.16189
H 2.78318 1.12193 -1.44994
H 1.67114 2.45878 -1.68303
H 3.33322 2.57678 -2.28990
H 3.52128 -0.30762 -3.47171
H 4.06606 1.16699 -4.28154
H 2.91048 0.08792 -5.07704
C 6.40720 -1.94389 0.02169
O 5.11867 -1.42345 -0.21901
C 4.39939 -1.96486 -1.25487
C 4.98759 -2.65938 -2.30257
C 4.22277 -3.17718 -3.34147
C 2.85042 -2.99858 -3.31708
C 2.25822 -2.30515 -2.27563
C 3.00961 -1.76238 -1.22643
N 2.32352 -1.08596 -0.23818
C 2.84189 -0.31452 0.86591
C 3.07149 -1.05235 2.15618
C 4.35538 -1.09941 2.68456
C 4.63531 -1.74535 3.87693
C 3.58024 -2.34129 4.56586
C 2.28991 -2.27349 4.08287
C 1.97772 -1.61092 2.87213
O 0.74582 -1.54729 2.46371
H 6.71624 -1.56084 0.99177
H 7.12393 -1.61568 -0.73699
H 6.38893 -3.03659 0.05593
H 6.06048 -2.79136 -2.31121
H 4.70242 -3.71183 -4.15095
H 2.22428 -3.39337 -4.10760
H 1.18307 -2.16735 -2.25237
H 1.36841 -0.89204 -0.51488
H 3.73359 0.23600 0.57684
H 5.14830 -0.60046 2.13836
H 5.64286 -1.76987 4.27154
H 3.76875 -2.85377 5.50319
H 1.46557 -2.71455 4.63162

Löwdin atomic charge list, values in e, 5 entries: number 1, V, carries 0.80; number 2, N, carries -0.02; number 3, C, carries -0.14; number 4, C, carries -0.57; number 5, O, carries -0.01

Record 2
C36H47N12O3STi as an isolated structure, computed with ωB97M-V/def2-TZVPD.

Output
Net charge: +1
Kohn-Sham gap (eV): 6.79

Cartesian coordinates (Å):
Ti -0.65666 1.48502 -0.76614
O -4.01626 -1.57810 -0.66611
C -3.66483 -2.05693 -1.88324
C -4.22593 -3.26165 -2.29842
C -3.88434 -3.79957 -3.52351
C -2.96935 -3.15411 -4.35258
C -2.42167 -1.95395 -3.95530
C -2.76433 -1.38189 -2.72487
C -2.19537 -0.08159 -2.35004
O -2.21214 0.34873 -1.10355
N -1.70297 0.66756 -3.29515
N -1.19649 1.81840 -2.74292
C -1.12982 2.87099 -3.48278
C -0.79069 4.15266 -2.94541
C -0.67046 5.28189 -3.76896
C -0.46624 6.52689 -3.22659
C -0.41600 6.67625 -1.83732
C -0.54259 5.58589 -1.00602
C -0.70801 4.30486 -1.54324
O -0.83897 3.26257 -0.74714
H -3.51901 -0.76234 -0.50432
H -4.94103 -3.74771 -1.64813
H -4.33594 -4.73212 -3.83542
H -2.70353 -3.58389 -5.30870
H -1.71643 -1.43113 -4.58602
H -1.41475 2.79013 -4.52934
H -0.75055 5.15012 -4.84133
H -0.34683 7.38532 -3.87270
H -0.28579 7.66046 -1.40724
H -0.52766 5.69730 0.07104
C 5.46113 1.50799 0.92433
C 4.65051 0.42074 0.22575
N 3.76931 0.93742 -0.80703
C 2.52087 1.35674 -0.57849
S 1.57693 1.93610 -1.91784
N 2.08104 1.42703 0.64555
N 0.77099 1.71620 0.76737
C 0.42951 2.46568 1.76860
C 1.45392 3.18507 2.58327
C -1.00347 2.64906 1.97149
C -1.54181 3.46143 2.96288
C -2.91611 3.58446 3.07218
C -3.72961 2.87778 2.20006
C -3.12432 2.10457 1.22585
N -1.80643 1.99283 1.11068
H 6.11269 1.05658 1.67330
H 6.07717 2.05711 0.21202
H 4.79356 2.21275 1.42024
H 5.31869 -0.30539 -0.23923
H 4.02533 -0.09466 0.95587
H 4.11321 1.06389 -1.74275
H 2.36484 2.59725 2.62995
H 1.70162 4.11972 2.07054
H 1.11189 3.41519 3.58888
H -0.88955 3.99793 3.63526
H -3.34168 4.22228 3.83501
H -4.80605 2.91736 2.27670
H -3.71098 1.54525 0.50767
C 1.27127 -1.05125 -3.78048
N 1.77144 -1.23312 -2.41416
C 2.77220 -2.30205 -2.37314
C 1.96060 -3.57989 -2.15975
N 0.76336 -3.06023 -1.51663
C -0.38432 -3.94855 -1.45064
C 0.76128 -1.68267 -1.51642
N 0.06981 -0.93147 -0.71251
C -0.66585 -1.77312 0.26127
C -0.90683 -1.18897 1.64619
N 0.28421 -1.18561 2.45069
C 0.42164 -1.93698 3.47688
N -0.43108 -2.88336 4.03052
C -1.19199 -3.87109 3.29055
C 0.06291 -3.32531 5.33138
C 1.39855 -2.59539 5.51189
N 1.54138 -1.84995 4.27755
C 2.43012 -0.72054 4.22790
H 0.50925 -0.28520 -3.80121
H 0.84623 -1.97788 -4.19345
H 2.09854 -0.72468 -4.40872
H 3.43634 -2.12164 -1.52550
H 3.35288 -2.31881 -3.29211
H 2.47279 -4.28878 -1.50725
H 1.71104 -4.09190 -3.09527
H -0.44002 -4.52605 -2.37699
H -1.31175 -3.39240 -1.36505
H -0.29873 -4.64785 -0.61624
H -0.08579 -2.68709 0.41407
H -1.63772 -2.04846 -0.15319
H -1.73572 -1.74869 2.09181
H -1.25488 -0.16999 1.52935
H -2.20147 -3.95417 3.69853
H -0.71272 -4.85330 3.36799
H -1.26272 -3.61845 2.23808
H 0.19005 -4.41057 5.34809
H -0.65146 -3.06719 6.11671
H 2.23544 -3.28758 5.63177
H 1.38035 -1.92865 6.37990
H 2.10615 0.07686 4.90993
H 3.43262 -1.03704 4.52178
H 2.44406 -0.33938 3.20922

Löwdin atomic charge list, values in e, 5 entries: number 1, Ti, carries 1.02; number 2, O, carries 0.07; number 3, C, carries -0.27; number 4, C, carries 0.00; number 5, C, carries -0.06

> Which value of net charge does entry 2 give?

+1

> The lowest net charge belongs to which entry?

C36H47BN9O5V

> Which value of net charge does entry 1 give?

-1